{
  "formula": "C29H44BrF3IN8O4RbS2",
  "method": "the ωB97M-V functional and the def2-TZVPD basis",
  "species": ["Rb", "Br", "C", "C", "C", "C", "C", "C", "N", "C", "C", "C", "C", "C", "C", "N", "H", "H", "H", "H", "H", "H", "H", "H", "H", "F", "C", "F", "F", "C", "O", "O", "N", "C", "O", "C", "I", "H", "H", "H", "H", "C", "N", "C", "C", "O", "H", "H", "H", "H", "H", "H", "H", "C", "C", "N", "C", "S", "N", "C", "C", "H", "H", "H", "H", "H", "H", "H", "H", "H", "H", "H", "H", "C", "C", "N", "C", "S", "N", "C", "C", "H", "H", "H", "H", "H", "H", "H", "H", "H", "H", "H", "H"],
  "xyz": [[0.35973, -0.84407, 0.18509], [0.87736, 0.12107, 7.05937], [-0.11526, -0.05360, 5.45031], [-0.01289, 0.92641, 4.47915], [-0.70524, 0.77003, 3.29087], [-1.50393, -0.35186, 3.08455], [-1.57979, -1.33971, 4.06669], [-0.88936, -1.18624, 5.25736], [-2.04379, -0.51546, 1.79413], [-3.05943, -1.23817, 1.58316], [-3.44915, -1.58776, 0.20547], [-4.50145, -2.46826, -0.00727], [-4.79018, -2.86326, -1.30513], [-4.01421, -2.36492, -2.33448], [-2.98770, -1.48056, -2.02117], [-2.70806, -1.09000, -0.78899], [0.63543, 1.77932, 4.62272], [-0.59981, 1.49607, 2.49360], [-2.12161, -2.25841, 3.88347], [-0.92537, -1.95441, 6.01761], [-3.65386, -1.68359, 2.38663], [-5.06480, -2.84913, 0.83502], [-5.59752, -3.55643, -1.50276], [-4.18477, -2.65344, -3.36279], [-2.35051, -1.07492, -2.79903], [1.86244, -4.48745, 0.88138], [1.58451, -4.28635, -0.41249], [2.65137, -3.62149, -0.92304], [1.56914, -5.49865, -1.00838], [0.23227, -3.52716, -0.66095], [-0.60784, -3.62962, 0.23462], [0.20841, -2.86165, -1.71448], [-2.20476, 4.51724, -0.01882], [-1.71550, 3.25061, 0.05805], [-0.73402, 2.96551, 0.71648], [-2.49122, 2.20325, -0.70503], [-2.09442, 2.38436, -2.79393], [-1.68192, 5.25277, 0.42389], [-2.92952, 4.75543, -0.67168], [-3.56609, 2.31353, -0.59383], [-2.17516, 1.21398, -0.38951], [4.43740, -1.73360, 1.63468], [3.86855, -2.11422, 2.91555], [4.73930, -2.68151, 3.93298], [2.56153, -1.94087, 3.17080], [1.74339, -1.47521, 2.39631], [5.24416, -1.01254, 1.77898], [4.82392, -2.61005, 1.11134], [3.66532, -1.25944, 1.03614], [5.73022, -2.81786, 3.50699], [4.38154, -3.65738, 4.26382], [4.83216, -2.02136, 4.79745], [2.27813, -2.26205, 4.18635], [1.56896, 4.24542, -2.61352], [2.68488, 3.95174, -1.62143], [2.30481, 2.93862, -0.64497], [2.42204, 3.00205, 0.68682], [2.59765, 1.60082, 1.59274], [2.39976, 4.21891, 1.30944], [1.51636, 5.32572, 0.95049], [2.22465, 6.66902, 0.99584], [1.91430, 4.96462, -3.35950], [0.68799, 4.65942, -2.11906], [1.26849, 3.33029, -3.12799], [2.99211, 4.84969, -1.09206], [3.56472, 3.58888, -2.15914], [2.30125, 1.98919, -0.99036], [2.53964, 4.10276, 2.30071], [0.66756, 5.32559, 1.64063], [1.09924, 5.12573, -0.03185], [2.59873, 6.87867, 1.99941], [1.54148, 7.47517, 0.72018], [3.07572, 6.69193, 0.31352], [-1.02668, -2.92427, -4.95091], [0.02799, -1.98529, -5.52014], [0.48019, -0.96048, -4.58239], [1.48088, -0.93405, -3.68390], [1.64526, 0.49995, -2.76998], [2.37785, -1.90932, -3.51886], [2.37984, -3.29013, -3.99272], [3.27643, -3.49937, -5.20367], [-1.21264, -3.74716, -5.64436], [-1.96929, -2.39274, -4.81028], [-0.72799, -3.31555, -3.97845], [-0.37714, -1.44951, -6.38068], [0.88814, -2.52859, -5.89615], [-0.08873, -0.13234, -4.51564], [3.03841, -1.68691, -2.79317], [1.35921, -3.61247, -4.15767], [2.73625, -3.90050, -3.16494], [2.95011, -2.91902, -6.06824], [3.28668, -4.55416, -5.48551], [4.30089, -3.19751, -4.98151]],
  "forces_ev_per_a": [[0.0, 0.8, -0.1], [0.0, 0.0, 0.0], [0.0, 0.0, 0.0], [0.0, 0.0, 0.0], [0.0, 0.0, 0.0], [0.1, -0.1, 0.0], [0.0, 0.1, 0.0], [0.0, 0.0, 0.0], [-0.1, 0.0, 0.0], [0.1, 0.0, 0.0], [-0.1, -0.1, -0.1], [0.0, 0.0, 0.0], [0.0, 0.0, 0.0], [0.0, 0.0, 0.0], [0.0, 0.0, -0.1], [0.0, 0.0, 0.0], [0.0, 0.0, 0.0], [0.0, 0.0, 0.0], [0.0, 0.0, 0.0], [0.0, 0.0, 0.0], [0.0, 0.0, 0.0], [0.0, 0.0, 0.0], [0.0, 0.0, 0.0], [0.0, 0.0, 0.0], [0.0, 0.0, 0.0], [-0.1, 0.0, 0.0], [-0.1, -0.2, 0.0], [0.0, 0.1, 0.1], [0.0, 0.0, 0.0], [0.0, -0.2, -0.1], [0.0, -0.1, 0.1], [0.1, -0.3, -0.3], [0.0, -0.1, 0.1], [0.0, 0.0, 0.0], [0.0, 0.0, 0.0], [0.1, 0.0, 0.1], [0.0, 0.0, 0.0], [0.0, 0.0, 0.0], [0.0, 0.0, 0.0], [0.0, 0.0, 0.0], [0.0, 0.0, -0.1], [0.0, 0.0, 0.0], [0.0, 0.0, 0.0], [0.0, 0.0, 0.0], [0.0, 0.0, 0.0], [0.0, -0.1, 0.2], [0.0, 0.0, 0.0], [0.0, 0.0, 0.0], [0.0, 0.0, 0.0], [0.0, 0.0, 0.0], [0.0, 0.0, 0.0], [0.0, 0.0, 0.0], [0.0, 0.0, 0.0], [0.1, 0.0, -0.1], [-0.1, 0.0, 0.0], [0.0, 0.1, -0.1], [-0.1, 0.1, 0.2], [0.0, -0.2, 0.1], [0.1, 0.0, -0.2], [0.0, -0.1, 0.0], [0.0, 0.0, 0.0], [0.0, 0.0, 0.0], [0.0, 0.0, 0.0], [0.0, 0.1, 0.0], [0.0, 0.0, 0.0], [0.0, 0.0, 0.0], [0.0, 0.0, 0.0], [0.0, 0.0, 0.0], [0.0, 0.0, 0.0], [0.0, 0.0, -0.1], [0.0, 0.0, 0.0], [0.0, 0.0, 0.0], [0.0, 0.0, 0.0], [-0.1, 0.0, 0.0], [0.1, 0.1, 0.0], [0.0, -0.2, 0.0], [0.1, 0.1, 0.0], [0.0, 0.0, 0.0], [-0.2, 0.0, -0.2], [0.1, 0.0, 0.1], [0.0, 0.0, -0.1], [0.0, 0.0, 0.0], [0.0, 0.0, 0.0], [0.0, 0.0, 0.0], [0.0, 0.0, 0.0], [0.0, -0.1, 0.0], [0.0, 0.0, 0.0], [0.0, 0.0, 0.0], [0.0, 0.0, -0.1], [0.0, 0.1, 0.0], [0.0, 0.0, 0.0], [0.0, 0.0, 0.0], [0.0, 0.0, 0.0]],
  "gap_ha": 0.2774,
  "relative_energy_kcal_mol": 25.56,
  "e_tot_ev": -159523.719,
  "largest_force_ev_per_a": 0.79
}